Entry 1:
A structure of composition C3H11N3O at a distorted geometry, computed with wB97M-V/def2-TZVPD.

Values from the calculation:
Energy above the lowest of the compared OMol25 structures with the same formula, charge and spin: 549.00 kJ/mol
Kohn-Sham gap: 0.301 Eh
HOMO: -7.45 eV

Cartesian coordinates (Å):
C -0.354 -0.907 0.200
C 0.419 -0.131 -0.717
C 1.132 1.134 -0.326
N -1.593 0.537 -0.431
N -2.319 1.017 0.672
N 1.646 -1.516 -0.420
O -0.274 -0.813 1.538
H 0.288 -0.068 1.788
H -2.217 -0.058 -0.971
H -0.863 -1.807 -0.121
H 0.205 -0.281 -1.768
H -1.846 1.828 1.054
H -2.416 0.325 1.419
H 1.623 -2.278 -1.090
H 2.604 -1.336 -0.136
H 1.969 1.297 -1.001
H 0.447 1.980 -0.371
H 1.546 1.078 0.683

Results of the natural (NBO) charge analysis, in e, for atoms 1 through 8:
1 C 0.30
2 C 0.01
3 C -0.65
4 N -0.59
5 N -0.67
6 N -1.04
7 O -0.66
8 H 0.48



Entry 2:
A cluster of 2 separate species, C3H11N3O in total at a distorted geometry, computed with wB97M-V/def2-TZVPD.

Values from the calculation:
Energy above the lowest of the compared OMol25 structures with the same formula, charge and spin: 325.86 kJ/mol
Kohn-Sham gap: 0.382 Eh
SMILES string: CC(C)=N.NNO
HOMO: -9.52 eV

Cartesian coordinates (Å):
C -0.445 1.438 1.177
C -1.094 0.097 0.970
C -2.117 0.018 -0.201
N -0.885 -0.950 1.640
H 0.261 1.421 2.010
H 0.082 1.722 0.263
H -1.210 2.194 1.374
H -1.682 0.146 -1.197
H -2.650 -0.926 -0.113
H -2.804 0.853 -0.096
H -0.198 -0.859 2.386
N 2.794 -0.354 -0.990
N 1.917 -1.262 -1.545
O 0.484 -0.923 -1.263
H 2.597 0.627 -1.235
H 2.793 -0.461 0.033
H 1.972 -1.168 -2.556
H 0.185 -1.614 -0.657

Results of the natural (NBO) charge analysis, in e, for atoms 1 through 8:
1 C -0.69
2 C 0.35
3 C -0.68
4 N -0.67
5 H 0.21
6 H 0.23
7 H 0.23
8 H 0.24



Entry 3:
A cluster of 3 separate species, C3H11N3O in total at a distorted geometry, computed with wB97M-V/def2-TZVPD.

Values from the calculation:
Energy above the lowest of the compared OMol25 structures with the same formula, charge and spin: 210.86 kJ/mol
Kohn-Sham gap: 0.324 Eh
SMILES string: [H]/N=C(/N)O.C=N.C
HOMO: -8.45 eV

Cartesian coordinates (Å):
H -1.527 0.787 0.665
N -1.334 -0.206 0.761
C -0.466 -0.421 1.706
N -0.108 -1.726 1.957
O 0.314 0.482 2.255
H -0.813 -2.415 1.758
H 0.435 -1.867 2.793
H 0.646 1.230 1.363
C 1.426 0.885 -0.711
N 1.013 1.757 0.126
H 1.681 1.113 -1.741
H 1.666 -0.090 -0.310
H 0.754 2.666 -0.241
C -0.678 -0.415 -2.083
H 0.205 -0.921 -2.462
H -0.798 0.549 -2.568
H -1.538 -1.018 -2.369
H -0.877 -0.387 -0.900

Results of the natural (NBO) charge analysis, in e, for atoms 1 through 8:
1 H 0.34
2 N -0.86
3 C 0.71
4 N -0.84
5 O -0.77
6 H 0.39
7 H 0.39
8 H 0.48



Entry 4:
A cluster of 3 separate species, C3H11N3O in total at a distorted geometry, computed with wB97M-V/def2-TZVPD.

Values from the calculation:
Energy above the lowest of the compared OMol25 structures with the same formula, charge and spin: 487.71 kJ/mol
Kohn-Sham gap (spin up / spin down): 0.264 / 0.264 Eh
HOMO (spin up / spin down): -6.71 / -6.71 eV

Cartesian coordinates (Å):
C -0.440 -0.055 -0.625
C 0.136 -0.336 0.637
C -1.083 1.466 0.846
N 0.314 0.489 -1.606
N 1.376 0.303 0.947
N 1.024 -2.084 0.052
O -1.599 -0.646 -0.953
H -1.619 -0.849 -1.896
H -0.464 -0.873 1.356
H 1.160 0.924 -1.251
H -0.153 0.970 -2.360
H 1.338 0.768 1.846
H 2.080 -0.431 0.959
H 0.295 -2.798 0.037
H 1.363 -2.038 -0.911
H -2.139 1.319 0.635
H -0.922 1.526 1.921
H -0.667 2.348 0.364

Results of the natural (NBO) charge analysis, in e, for atoms 1 through 8:
1 C 0.62
2 C 0.12
3 C -0.77
4 N -0.82
5 N -0.89
6 N -1.15
7 O -0.67
8 H 0.49



Entry 5:
A structure of composition C3H11N3O2 at a distorted geometry, computed with wB97M-V/def2-TZVPD.

Values from the calculation:
Energy above the lowest of the compared OMol25 structures with the same formula, charge and spin: 51.18 kJ/mol
Kohn-Sham gap: 0.368 Eh
HOMO: -9.31 eV

Cartesian coordinates (Å):
N 1.035 -1.601 -0.281
C -0.426 -1.652 -0.010
C -0.867 -0.720 1.112
N -2.279 -0.315 0.867
H 1.376 -0.329 -0.410
H 1.600 -2.005 0.478
H 1.308 -2.137 -1.123
H -0.980 -1.310 -0.887
H -0.811 -2.684 0.158
H -0.789 -1.310 2.046
H -0.199 0.209 1.030
H -2.728 0.041 1.709
H -2.205 0.532 0.274
N 1.255 2.872 -1.061
C 0.861 1.571 -0.926
O 1.731 0.734 -0.482
O -0.359 1.360 -1.048
H 2.061 3.222 -0.490
H 0.415 3.520 -0.956

Results of the natural (NBO) charge analysis, in e, for atoms 1 through 8:
1 N -0.79
2 C -0.24
3 C -0.24
4 N -0.85
5 H 0.47
6 H 0.38
7 H 0.40
8 H 0.23



Entry 6:
A cluster of 2 separate species, C3H11N3O2 in total, computed with wB97M-V/def2-TZVPD.

Values from the calculation:
Energy above the lowest of the compared OMol25 structures with the same formula, charge and spin: 43.94 kJ/mol
Kohn-Sham gap: 0.378 Eh
SMILES string: NC(N)=O.CNCO
HOMO: -9.55 eV

Cartesian coordinates (Å):
N -0.661 -1.020 -2.753
C -0.474 -1.950 -1.743
N -1.185 -1.663 -0.592
O 0.258 -2.908 -1.871
H -0.333 -1.344 -3.649
H -1.558 -0.563 -2.783
H -1.164 -0.680 -0.349
H -0.872 -2.244 0.172
C 1.057 1.964 0.113
N 0.461 0.745 0.663
C 0.278 0.844 2.103
O -0.161 -0.388 2.617
H 0.354 2.794 0.224
H 1.225 1.833 -0.956
H 2.001 2.244 0.599
H 1.110 -0.024 0.527
H 1.214 1.087 2.622
H -0.433 1.639 2.336
H -1.116 -0.365 2.722

Results of the natural (NBO) charge analysis, in e, for atoms 1 through 8:
1 N -0.85
2 C 0.77
3 N -0.86
4 O -0.64
5 H 0.40
6 H 0.38
7 H 0.40
8 H 0.39



Entry 7:
The ion C3H11N3P with charge +1 at a distorted geometry, computed with wB97M-V/def2-TZVPD.

Values from the calculation:
Energy above the lowest of the compared OMol25 structures with the same formula, charge and spin: 74.70 kJ/mol
Total charge: +1
Kohn-Sham gap: 0.369 Eh
SMILES string: CP(C)[NH2+]/N=C/N
HOMO: -13.47 eV

Cartesian coordinates (Å):
C -2.622 0.655 -0.250
P -1.424 -0.019 0.916
C -0.950 -1.474 -0.048
N 0.040 1.140 0.194
N 1.084 0.250 -0.159
C 2.281 0.419 0.302
N 3.195 -0.525 0.031
H -3.574 0.703 0.290
H -2.741 -0.038 -0.983
H -2.313 1.665 -0.544
H -0.039 -1.966 0.455
H -0.649 -1.574 -1.110
H -1.843 -2.148 0.119
H -0.298 1.488 -0.680
H 0.475 1.957 0.719
H 2.686 1.260 0.819
H 3.986 -0.675 0.645
H 2.704 -1.120 -0.715

Results of the natural (NBO) charge analysis, in e, for atoms 1 through 8:
1 C -0.98
2 P 1.07
3 C -1.03
4 N -0.59
5 N -0.43
6 C 0.29
7 N -0.78
8 H 0.27



Entry 8:
A cluster of 2 separate species, C3H11N3S in total at a distorted geometry, computed with wB97M-V/def2-TZVPD.

Values from the calculation:
Energy above the lowest of the compared OMol25 structures with the same formula, charge and spin: 52.30 kJ/mol
Kohn-Sham gap: 0.335 Eh
SMILES string: N=C(N)N.CSC
HOMO: -8.40 eV

Cartesian coordinates (Å):
N -1.713 -0.569 1.667
C -1.060 0.546 1.621
N -0.294 1.027 2.690
N -0.900 1.247 0.456
H -2.131 -0.612 2.600
H -0.426 0.460 3.511
H 0.615 1.403 2.512
H -0.125 1.891 0.416
H -1.075 0.762 -0.421
C 0.505 -1.654 -0.712
S -0.281 -0.793 -2.097
C 1.047 0.271 -2.652
H 0.996 -0.918 -0.068
H 1.247 -2.393 -1.011
H -0.291 -2.117 -0.135
H 0.673 0.742 -3.560
H 1.303 1.056 -1.934
H 1.911 -0.348 -2.884

Results of the natural (NBO) charge analysis, in e, for atoms 1 through 8:
1 N -0.83
2 C 0.60
3 N -0.86
4 N -0.82
5 H 0.33
6 H 0.39
7 H 0.38
8 H 0.37



Entry 9:
A cluster of 2 separate species, C3H11N3S in total, computed with wB97M-V/def2-TZVPD.

Values from the calculation:
Energy above the lowest of the compared OMol25 structures with the same formula, charge and spin: 22.84 kJ/mol
Kohn-Sham gap: 0.348 Eh
SMILES string: N=C(N)N.CSC
HOMO: -8.82 eV

Cartesian coordinates (Å):
N 1.490 3.226 1.662
C 1.080 2.523 0.680
N 0.615 1.226 0.723
N 1.143 3.027 -0.627
H 1.213 2.807 2.542
H 0.228 0.920 1.596
H 0.329 0.786 -0.130
H 0.253 2.918 -1.093
H 1.402 4.002 -0.607
C -1.169 -1.440 -1.491
S -1.579 -1.844 0.219
C -0.580 -3.327 0.456
H -1.558 -2.192 -2.171
H -0.101 -1.294 -1.636
H -1.672 -0.496 -1.703
H -0.724 -3.624 1.492
H -0.847 -4.120 -0.238
H 0.478 -3.098 0.328

Results of the natural (NBO) charge analysis, in e, for atoms 1 through 8:
1 N -0.77
2 C 0.58
3 N -0.84
4 N -0.84
5 H 0.33
6 H 0.39
7 H 0.39
8 H 0.37



Entry 10:
A cluster of 2 separate species, C3H11N4 in total at a distorted geometry, computed with wB97M-V/def2-TZVPD.

Values from the calculation:
Energy above the lowest of the compared OMol25 structures with the same formula, charge and spin: 518.71 kJ/mol
Total charge: +1
Kohn-Sham gap (spin up / spin down): 0.292 / 0.273 Eh
HOMO (spin up / spin down): -13.11 / -13.04 eV

Cartesian coordinates (Å):
C 2.289 -0.174 -0.061
C -1.369 0.314 -1.163
C -2.217 0.387 1.151
N 1.267 -0.921 0.110
N 3.105 -0.515 -1.087
N -1.585 -0.292 0.097
N 0.314 -0.531 0.958
H 2.503 0.626 0.772
H -1.195 1.359 -1.318
H -0.643 -0.381 -1.706
H -2.350 0.078 -1.648
H -1.798 0.054 2.123
H -2.112 1.596 1.094
H -3.253 0.357 0.982
H 3.987 -0.106 -1.275
H 2.693 -0.979 -1.930
H -0.151 -1.217 1.484
H 0.514 0.345 1.416

Results of the natural (NBO) charge analysis, in e, for atoms 1 through 8:
1 C 0.29
2 C -0.49
3 C -0.48
4 N -0.35
5 N -0.75
6 N -0.12
7 N -0.36
8 H 0.19



Entry 11:
A cluster of 2 separate species, C3H11N4 in total, computed with wB97M-V/def2-TZVPD.

Values from the calculation:
Energy above the lowest of the compared OMol25 structures with the same formula, charge and spin: 79.79 kJ/mol
Total charge: +1
Kohn-Sham gap: 0.337 Eh
HOMO: -12.85 eV

Cartesian coordinates (Å):
C -1.064 -1.575 -1.940
N -0.170 -1.655 -0.770
C -0.511 -1.277 0.426
N 0.257 -1.420 1.489
H -1.182 -2.576 -2.349
H -0.614 -0.942 -2.697
H -2.019 -1.204 -1.588
H 0.767 -2.006 -0.918
H -1.514 -0.893 0.560
H 1.212 -1.719 1.354
H 0.141 -0.789 2.275
N -0.281 2.627 0.993
C 0.899 2.360 0.342
N 1.918 1.888 0.942
H -0.360 2.131 1.866
H -1.110 2.539 0.419
H 0.914 2.594 -0.724
H 2.719 1.918 0.319

Results of the natural (NBO) charge analysis, in e, for atoms 1 through 8:
1 C -0.41
2 N -0.49
3 C 0.40
4 N -0.71
5 H 0.24
6 H 0.23
7 H 0.22
8 H 0.42



Entry 12:
The ion C3H11N4 with charge +1 at a distorted geometry, computed with wB97M-V/def2-TZVPD.

Values from the calculation:
Energy above the lowest of the compared OMol25 structures with the same formula, charge and spin: 408.31 kJ/mol
Total charge: +1
Kohn-Sham gap: 0.408 Eh
SMILES string: CN(C)[NH2+]/N=C/N
HOMO: -14.02 eV

Cartesian coordinates (Å):
C -1.187 1.163 -0.199
N -0.849 -0.237 -0.192
C -1.944 -1.273 -0.307
N -0.136 -0.472 0.971
N 1.400 0.022 0.943
C 1.969 0.169 -0.198
N 3.166 0.521 -0.302
H -0.325 1.759 -0.449
H -1.904 1.461 -0.897
H -1.682 1.488 0.745
H -1.494 -2.311 -0.466
H -2.489 -1.325 0.607
H -2.409 -1.008 -1.328
H 0.030 -1.529 1.155
H -0.587 0.141 1.705
H 1.255 -0.047 -1.017
H 3.451 0.643 -1.230
H 3.734 0.836 0.458

Results of the natural (NBO) charge analysis, in e, for atoms 1 through 8:
1 C -0.46
2 N -0.28
3 C -0.44
4 N -0.28
5 N -0.38
6 C 0.25
7 N -0.72
8 H 0.23